The following is a DFT calculation (ωB97M-V/def2-TZVPD) of a molecular structure, C3H2I6O3 at a distorted geometry.

Values from the calculation:
- ΔE to the lowest compared entry with this formula, charge and spin: 1.551 eV
- Kohn-Sham gap: 7.272 eV
- LUMO level: -1.69 eV
- Total energy: -57885.099 eV
- F_max: 0.081 hartree/bohr
- HOMO level: -8.96 eV

```
! RIJCOSX wB97M-V def2-TZVPD def2/J DEFGRID3
* xyz 0 1
C 0.8013 -0.0682 -0.0413
C 1.6454 -1.0323 0.6687
C 2.7438 -1.7886 -0.0158
O 0.0609 0.5434 0.9293
O 0.8916 -2.0147 1.3103
O 4.0328 -0.7326 -0.1729
I 1.9497 1.4972 -1.1371
I 2.6047 0.0668 2.3758
I 3.7420 -3.4984 1.0237
I 2.0530 -2.5907 -1.8514
I -0.8037 -2.8491 0.5770
I 4.8308 -0.6049 -1.9701
H 0.2761 -0.4249 -0.8285
H -0.7126 1.0240 0.4880
*
```


The following is a DFT calculation (ωB97M-V/def2-TZVPD) of 2 unconnected molecules or ions with the total composition C3H2IN at a distorted geometry.

Values from the calculation:
- ΔE to the lowest compared entry with this formula, charge and spin: 3.489 eV
- Kohn-Sham gap (spin up / spin down): 8.518 / 8.517 eV
- LUMO level (spin up / spin down): -1.95 / -1.95 eV
- Total energy: -12728.990 eV
- F_max: 0.103 hartree/bohr
- HOMO level (spin up / spin down): -10.47 / -10.46 eV

```
! RIJCOSX wB97M-V def2-TZVPD def2/J DEFGRID3
* xyz 0 1
C 0.4109 0.4739 -1.8993
C -0.5048 -0.7741 0.9301
C 0.1350 0.2531 0.4692
N 0.4294 0.5978 -3.0314
I 1.0973 1.8861 1.2325
H -0.6466 -0.8998 2.0003
H -0.9212 -1.5370 0.2986
*
```